1.
The following is a DFT calculation (wB97M-V/def2-TZVPD) of a structure of composition C19H32BrCl2IO4RhS2Si at a distorted geometry.

Output
**Energy above the lowest of the compared OMol25 structures with the same formula, charge and spin**: 32.5 kcal/mol
**E**: -164160.6982 eV
**HOMO level (spin up / spin down)**: -4.9732 / -5.0158 eV
**Net charge**: -1

Each line ends with the Löwdin charge.
Element x y z (Å)
Si (-0.3371, -1.1475, 1.0207)  0.46
C (-1.5219, -0.4361, 2.3712)  -0.63
C (-0.2152, 4.1860, -1.9763)  -0.62
C (-0.9849, 0.8508, 3.0195)  -0.13
H (-0.8677, -1.6308, 4.0826)  0.06
H (1.1278, 0.4685, -5.3088)  -0.01
Br (0.2086, 0.6677, -0.1788)  0.58
C (-1.2302, -2.3512, -0.1798)  -0.61
H (-2.5227, -1.0423, 4.1887)  0.08
H (-2.1400, -2.4115, 3.1448)  0.06
H (2.8886, -1.2325, 3.0549)  0.08
H (-1.5829, -3.9173, 1.3217)  0.07
H (-2.5584, -4.0409, -0.1401)  0.08
H (-2.2223, 4.8882, -2.1600)  0.10
C (1.2766, 5.4699, -0.7010)  -0.68
C (-2.0742, -1.5719, -1.2030)  -0.12
H (-1.6908, 1.1594, 3.7993)  0.08
H (2.5086, -0.9925, 0.0507)  0.04
H (-3.4846, 0.4405, 2.5154)  0.08
H (0.4497, -3.1809, 3.2139)  0.06
H (-2.6464, -2.2944, -1.7960)  0.09
C (1.3139, -1.8131, 1.7151)  -0.62
H (1.2899, -0.8589, 3.6923)  0.06
C (1.0855, 4.3222, -1.4940)  -0.71
C (-2.8720, -0.0461, 1.7478)  -0.12
C (2.3738, -1.9252, 0.6003)  -0.10
I (3.1485, 2.1729, -5.3016)  0.84
Cl (-0.5977, 2.7969, -2.9681)  0.77
H (0.7448, -3.9359, 1.6486)  0.06
C (-0.9996, 6.1923, -0.9565)  -0.10
H (-0.8212, -3.7958, -1.7116)  0.09
H (0.4489, -2.5835, -1.5877)  0.05
H (3.3329, -2.1760, 1.0667)  0.09
C (1.2275, 1.4694, -4.9027)  -0.82
H (-1.4339, -1.0102, -1.8839)  0.05
C (-1.2448, 5.0775, -1.7386)  -0.12
C (1.8908, -0.8733, 2.7817)  -0.11
C (0.2730, 6.3801, -0.4358)  -0.13
H (-3.4376, -0.8955, 1.3691)  0.06
H (-2.7800, -0.8790, -0.7454)  0.05
H (0.4988, 7.2359, 0.1852)  0.10
C (1.1242, -3.1987, 2.3567)  -0.09
H (0.3370, -3.8816, -0.3898)  0.07
C (-1.7726, -1.4490, 3.5008)  -0.10
H (-1.7873, 6.9043, -0.7542)  0.10
H (0.5273, 2.2337, -5.2156)  -0.05
H (2.0966, -3.5597, 2.7096)  0.09
Rh (1.6000, 1.3817, -3.0287)  0.47
H (-2.9693, -2.8523, 1.0916)  0.06
C (-2.1361, -3.3334, 0.5817)  -0.10
H (-0.9075, 1.6620, 2.2959)  0.05
H (1.9957, 0.1494, 2.4152)  0.08
H (-2.7408, 0.6656, 0.9305)  0.07
O (2.8301, -1.0393, -4.6576)  -0.39
O (0.9252, -0.5803, -3.1977)  -0.50
O (2.4963, -2.4633, -2.7209)  -0.31
S (2.3716, -1.1467, -3.2876)  0.29
C (-0.2417, -3.1922, -1.0039)  -0.09
Cl (2.8419, 5.7842, -0.0058)  0.64
H (2.1558, -2.6954, -0.1323)  0.06
O (3.0398, -0.0901, -2.3870)  -0.46
H (-0.0107, 0.7328, 3.4856)  0.05
S (2.4024, 3.2326, -1.8067)  0.54

Atomic forces in eV per Å
-0.1 0.0 0.0
-0.1 -0.1 0.0
0.0 0.0 0.0
0.0 0.0 0.0
0.0 0.0 0.0
-0.2 0.1 -0.2
0.0 0.1 0.2
0.0 0.0 0.0
0.0 0.0 0.0
0.0 0.0 0.0
0.0 0.0 0.0
0.0 0.0 0.0
0.0 0.0 0.0
0.0 0.0 0.0
0.1 0.1 0.1
0.0 0.0 0.0
0.0 0.0 0.0
0.0 0.0 0.0
0.0 0.0 0.0
0.0 0.0 0.0
0.0 0.0 0.0
0.1 -0.1 0.0
0.0 0.0 0.0
0.0 0.0 0.1
0.0 0.0 0.0
0.0 0.0 0.1
0.8 0.4 -1.1
0.5 -0.5 0.1
0.0 0.0 0.0
0.0 0.0 0.0
0.0 0.0 0.0
0.0 0.0 0.1
0.0 0.0 0.0
0.9 -0.1 -1.3
0.0 0.0 0.0
0.0 0.0 0.0
0.0 0.0 0.0
-0.1 0.0 0.0
0.0 0.0 0.0
0.0 0.0 0.0
0.0 0.0 0.0
0.1 0.0 -0.1
0.0 0.0 0.0
0.0 0.0 0.0
0.0 0.0 0.0
-0.3 -0.2 0.0
0.0 0.0 0.0
-2.0 -0.3 3.1
0.0 0.0 0.0
0.0 0.0 0.0
0.0 0.0 0.0
0.0 0.0 0.0
0.0 0.0 0.0
0.0 -0.1 0.1
0.2 -0.1 -0.5
-0.3 0.1 0.2
0.0 0.4 0.1
0.0 0.1 0.0
-0.1 0.0 -0.1
0.0 0.0 0.0
0.0 0.4 -0.8
0.0 0.0 0.0
0.4 0.0 -0.1



2.
The following is a DFT calculation (wB97M-V/def2-TZVPD) of a structure of composition C19H32CuFN4OS3 at a distorted geometry.

Output
**Energy above the lowest of the compared OMol25 structures with the same formula, charge and spin**: 7.0 kcal/mol
**E**: -108090.7954 eV
**HOMO level**: -7.7877 eV
**Net charge**: 0

Each line ends with the Löwdin charge.
Element x y z (Å)
N (0.5477, -1.8381, -3.9195)  -0.14
H (1.9187, -2.7521, -2.5707)  0.14
H (-0.8295, 1.6007, 3.2563)  0.10
H (-5.9581, 0.5660, -0.4772)  0.10
C (3.5581, 1.6885, -0.3451)  -0.15
H (-0.8782, -0.4582, -0.8674)  0.04
H (-2.2584, -1.3927, 2.1649)  0.08
H (-3.2562, 1.3534, 4.9260)  0.08
H (4.2737, -1.5246, -0.6029)  0.08
H (0.5586, -3.7496, -3.0231)  0.13
H (1.6303, -0.3335, -1.4827)  0.08
C (-1.4428, -0.8480, -2.7933)  -0.12
C (1.1613, -0.5519, -3.6012)  -0.13
F (5.8169, 1.8843, -3.1878)  0.03
H (0.7226, 0.0370, -4.3774)  0.11
H (-4.7385, 0.9865, -1.6893)  0.06
H (5.6763, -0.6653, -2.5229)  0.12
C (-0.0089, 1.2286, 3.9210)  -0.23
S (0.5109, -1.9837, 1.7314)  0.70
H (-1.7547, -0.5014, 4.9346)  0.13
S (-3.4354, -1.0798, 0.0367)  0.55
H (-1.4272, -2.6312, -4.1136)  0.13
N (-0.3970, -0.8343, -1.7594)  -0.14
C (-5.1447, 1.3393, -0.7579)  -0.09
H (-4.2616, 0.6073, 3.6022)  0.08
C (-0.9089, -1.6674, -3.9965)  -0.13
C (5.0667, 0.0198, -1.9204)  -0.06
Cu (2.1145, -0.6979, 0.9174)  0.18
H (1.3545, -0.2898, 3.4270)  0.09
H (1.7179, 2.1450, 2.9515)  0.04
N (0.3824, -0.0880, 3.5592)  0.00
C (-2.4145, -0.4541, 4.0105)  -0.24
H (-2.2839, -1.2943, -2.2674)  0.05
C (-3.1263, 0.6102, 0.1750)  -1.34
H (2.3081, -0.6201, -3.6454)  0.15
S (-1.6454, 1.3288, 0.1894)  0.65
C (4.2883, -0.4907, -0.9164)  -0.18
C (0.8254, -2.7162, -2.7743)  -0.14
H (-2.8731, 1.6167, 3.3556)  0.04
C (5.1017, 1.3619, -2.1475)  -0.29
H (0.9740, 3.1396, 4.2492)  0.07
H (-0.7864, -2.6781, -1.2139)  0.12
C (4.3765, 2.2698, -1.3407)  -0.01
H (2.9313, 2.3680, 0.2725)  0.09
H (1.9531, 1.7459, 4.6131)  0.08
H (-1.7913, 0.1944, -2.9980)  0.15
H (0.5028, 0.9674, -2.0940)  0.12
H (-5.5884, 2.2915, -0.8730)  0.07
C (0.1128, -2.2103, -1.5555)  -0.15
H (-1.0512, -1.0816, -4.8841)  0.11
C (1.2680, 2.1702, 3.8855)  -0.03
O (-4.1552, 1.4795, 0.3149)  -0.27
H (0.7688, -2.1982, -0.7237)  0.01
H (-0.4514, 1.2482, 4.9006)  0.10
N (-1.6433, -0.9110, 2.9033)  0.00
C (0.7873, -0.0673, -2.1785)  -0.10
H (4.6078, 3.3495, -1.4829)  0.12
C (-3.2597, 0.8401, 3.9612)  -0.07
C (3.4572, 0.3049, -0.1069)  -0.29
C (-0.3367, -0.8915, 2.7756)  -0.77
H (-3.1672, -1.2420, 4.1758)  0.12

Atomic forces in eV per Å
0.3 -1.1 1.2
-0.6 0.3 -0.3
1.0 -0.3 0.1
1.3 1.2 -0.2
-0.4 1.1 0.1
1.0 -0.1 -0.7
1.7 0.9 0.8
-0.4 -0.6 0.3
0.4 -0.4 -0.7
-0.2 0.2 0.1
-1.0 0.7 -0.5
-0.9 0.1 0.0
1.0 -0.2 0.0
0.0 -0.4 0.4
0.4 1.3 -0.4
0.6 0.0 -0.2
-0.2 0.4 0.1
0.2 2.4 -0.4
-0.4 0.1 0.3
-0.7 0.2 -1.1
0.0 0.7 0.1
0.4 0.3 0.1
0.5 0.1 0.6
-1.3 -2.1 1.7
0.0 0.2 0.2
0.1 0.6 -0.1
1.1 -1.3 -1.1
0.4 0.4 0.0
0.5 0.3 0.2
0.7 0.3 -1.9
0.2 -0.9 -0.4
-0.4 -0.2 2.7
-0.2 -0.3 -0.4
-0.5 -0.9 0.2
-1.8 0.2 -0.3
1.1 0.3 0.2
-1.0 0.1 1.6
0.8 -0.8 -0.8
0.6 0.5 -1.2
-0.8 1.9 0.4
0.1 0.5 -0.2
-0.4 -1.3 -0.1
0.8 -0.9 -0.1
0.6 -0.4 -0.5
0.3 0.0 0.1
0.7 -0.7 -0.1
0.4 0.6 -0.1
-0.4 1.0 -0.1
-1.3 0.0 0.7
-0.5 0.1 -0.6
-2.3 -1.6 2.2
-0.8 -0.4 -1.5
0.5 0.2 0.7
0.0 0.1 0.7
-1.7 -0.9 -2.3
0.7 -0.1 0.2
-0.7 -0.9 0.2
0.3 -0.3 0.3
-0.1 0.2 -0.2
0.0 -0.6 -0.1
0.4 0.1 0.1



3.
The following is a DFT calculation (wB97M-V/def2-TZVPD) of a structure of composition C19H32CuNP at a distorted geometry.

Output
**Energy above the lowest of the compared OMol25 structures with the same formula, charge and spin**: 0.0 kcal/mol
**Multiplicity**: 2
**E**: -75635.7123 eV
**HOMO level (spin up / spin down)**: -6.5516 / -6.5459 eV
**Net charge**: 0

Each line ends with the Löwdin charge.
Element x y z (Å)
H (2.9545, -1.6282, -3.8153)  0.04
C (-1.5560, -1.6546, 0.0157)  -0.07
H (5.2424, 0.6220, 0.6333)  0.10
H (1.1740, -1.5650, -4.0025)  0.04
H (0.5286, 5.3428, 0.6381)  0.08
H (-1.7416, 4.4481, 0.1328)  0.08
H (-3.3729, -3.6588, -2.4480)  0.09
C (0.8679, 4.2940, 0.7200)  -0.10
H (-2.1612, 2.8309, 0.8107)  0.08
H (-1.1562, 2.9861, -0.6706)  0.08
H (2.4258, 1.2119, -3.1072)  0.05
H (1.9199, -2.8535, -3.0200)  0.04
H (-2.5036, -5.0234, -0.4868)  0.09
C (-2.5950, -2.3468, -0.2951)  0.02
H (3.8702, -1.6209, -0.9545)  0.09
C (4.2141, 0.6747, 0.9941)  -0.06
C (1.9951, -1.8013, -3.3143)  -0.29
C (-0.1459, 2.6925, 2.3639)  -0.20
H (-5.0508, -3.9426, -1.9149)  0.09
H (1.7027, 4.2294, 1.4307)  0.08
H (-5.7151, -3.3203, 0.5027)  0.09
C (-4.1783, -3.2881, -1.8075)  -0.05
N (-0.2186, 3.4809, 1.1626)  -0.30
H (1.2265, 3.9979, -0.2858)  0.08
H (-4.1579, -5.3028, 0.1251)  0.09
C (3.8930, 1.3190, 2.1901)  -0.10
C (3.4745, -0.5998, -1.0773)  -0.29
C (2.5653, 1.3917, 2.6038)  -0.06
H (0.6509, 0.8865, -3.1344)  0.05
H (4.6778, 1.7764, 2.7949)  0.10
H (1.4009, 1.6098, -1.6913)  0.03
H (-1.4621, -0.5851, -0.1569)  0.05
C (-3.3017, -4.6181, 0.1458)  -0.05
H (-5.1292, -1.6696, 0.1571)  0.09
H (-0.5660, 0.7961, 1.3599)  0.08
H (-2.9224, -4.5586, 1.1735)  0.09
Cu (0.7002, -1.2733, -0.0914)  0.22
C (-1.3760, 3.4244, 0.3223)  -0.10
C (1.5568, 0.8988, -2.5123)  -0.24
C (1.8799, 0.0706, 0.7008)  -0.19
H (0.6445, 3.1256, 2.9949)  0.10
H (2.3011, 1.8755, 3.5471)  0.10
H (-4.4411, -2.2802, -2.1508)  0.09
C (-3.7322, -3.2430, -0.3494)  -0.66
C (-4.8381, -2.6615, 0.5224)  -0.05
H (-1.1271, 2.7983, 2.8638)  0.11
H (-0.1654, 0.6709, 3.0808)  0.12
C (1.5329, 0.8589, 1.7974)  -0.26
C (3.1949, 0.0742, 0.2412)  -0.34
H (4.1409, -0.0313, -1.7373)  0.09
C (0.1062, 1.1754, 2.1403)  -0.14
P (1.8096, -0.7745, -1.8544)  0.78
H (-0.6651, -1.9259, 0.6278)  0.02
H (-4.5066, -2.5517, 1.5601)  0.09

Atomic forces in eV per Å
-0.2 -0.1 -0.2
0.4 0.6 -0.3
-0.1 0.2 0.1
0.2 -0.1 0.1
0.3 0.0 0.0
-0.2 -0.2 0.0
-0.1 0.0 0.1
0.0 0.2 -0.2
0.1 0.2 -0.2
-0.1 -0.1 0.2
-0.3 0.0 0.1
0.0 0.2 -0.1
-0.2 0.0 0.1
0.3 0.7 0.5
0.1 0.3 0.0
-0.2 0.2 -0.3
0.6 -0.1 -0.8
-0.5 -0.2 -0.4
0.1 0.1 0.0
-0.2 0.1 -0.3
0.1 0.1 0.0
-0.3 -0.1 -0.4
0.1 -0.2 0.2
0.1 0.0 0.3
0.2 0.0 0.0
0.1 -0.2 0.0
-0.3 -0.7 -0.4
-0.5 0.1 -0.5
0.3 0.1 0.1
-0.2 -0.2 -0.1
0.1 -0.2 -0.1
-0.5 0.4 -0.4
0.0 -0.5 0.2
0.0 -0.2 0.1
0.1 0.1 0.1
-0.1 0.0 -0.2
-0.5 0.4 -0.1
0.2 0.1 0.0
-0.3 0.2 -0.2
-0.7 0.3 0.5
-0.4 -0.2 0.0
0.2 0.0 -0.2
0.0 -0.2 0.1
0.4 0.0 -0.3
-0.3 0.2 0.3
0.4 -0.1 0.2
-0.1 0.0 -0.1
1.3 0.3 0.7
0.7 0.2 0.9
0.0 -0.1 0.2
-0.1 0.1 0.8
0.2 -0.2 -0.4
-0.3 -1.2 0.9
0.0 -0.1 -0.1



4.
The following is a DFT calculation (wB97M-V/def2-TZVPD) of a structure of composition C19H32F15N2O13S at a distorted geometry.

Output
**Energy above the lowest of the compared OMol25 structures with the same formula, charge and spin**: 26.9 kcal/mol
**E**: -101417.7907 eV
**HOMO level**: -3.8557 eV
**Net charge**: -1

Each line ends with the Löwdin charge.
Element x y z (Å)
H (-2.1569, 3.4081, 0.4181)  0.12
C (2.7388, 1.7339, 3.2940)  -0.39
F (-0.7742, -1.3889, -5.7897)  0.18
O (-1.2639, -1.2258, -3.0735)  0.14
O (-0.9203, -3.2851, 0.4389)  -0.35
H (-2.5077, -4.0099, 3.0913)  0.09
F (3.7831, 3.5539, -2.0104)  0.15
O (-1.0445, -3.4615, -3.2190)  0.06
H (-3.7482, 3.2520, -0.2364)  0.12
F (0.2499, -3.2516, -5.4633)  0.18
F (-5.3466, 0.5564, 2.4851)  0.13
F (-4.5648, 1.6757, 4.1341)  0.12
C (-0.8865, -2.2288, -3.5939)  -0.41
O (0.1548, -3.3864, 3.2382)  -0.19
H (-2.4657, 5.9250, 0.4119)  0.08
H (2.3614, -1.4118, -2.3669)  0.06
C (-3.2814, 5.2602, 0.1231)  -0.06
C (0.9059, -3.3460, 2.0801)  -0.37
H (-2.3257, -2.2866, 3.2602)  0.06
H (4.1341, -1.1279, -2.5955)  0.09
F (-0.4953, 2.1266, -3.4526)  0.17
O (-2.6820, 1.7503, -1.7821)  0.19
O (-2.3275, 3.9011, -1.6102)  0.07
O (-1.8716, 1.2049, 3.6607)  -0.30
H (-0.8988, -3.3715, 3.3396)  -0.20
H (0.1482, 0.3433, -0.8042)  0.07
H (3.5040, -2.3053, -1.4176)  0.09
H (5.9337, 1.7364, 3.5152)  0.12
F (-4.5342, 2.5647, 2.1707)  0.12
F (1.6481, 3.8122, -2.1217)  0.19
H (4.8032, 1.4146, 4.8311)  0.12
H (-1.4507, -3.2550, -1.1801)  0.06
C (-2.8530, 3.8752, -0.2766)  -0.20
H (-1.1359, -0.5172, -1.4124)  0.08
F (1.3357, 3.5080, 2.7779)  0.17
O (-2.2367, 1.0444, 1.2731)  -0.35
C (-0.0913, -2.1014, -4.9088)  -0.57
C (-1.6429, 2.7735, -3.6058)  -0.57
H (-3.8838, 5.7426, -0.6501)  0.08
N (-0.6511, -0.2438, -0.5350)  0.28
H (4.4223, -0.3611, -0.3920)  0.12
O (2.3514, 1.1739, 4.2663)  0.20
N (-1.9043, -3.2046, 2.9774)  0.14
O (3.5026, 1.0585, -1.3955)  0.06
H (-0.0575, -4.9416, 1.1699)  0.10
H (1.9320, -3.7301, 2.2852)  0.09
H (0.9887, -4.0263, 0.0515)  0.08
H (-3.6828, -3.9079, -3.2083)  0.07
C (5.1316, -0.2887, 3.4538)  -0.04
H (6.1851, -0.5448, 3.6175)  0.07
H (-0.3732, -1.1542, -0.0433)  0.14
C (0.2282, -3.9232, 0.8482)  -0.41
H (-3.9545, 5.2582, 0.9836)  0.08
H (-3.7834, -4.3779, -1.5548)  0.08
F (-2.4229, 2.1577, -4.4795)  0.19
C (-3.3392, -3.6296, -2.2081)  -0.05
F (1.0432, -1.4620, -4.6140)  0.16
C (2.6376, 3.0067, -2.4663)  -0.54
H (-3.6096, -2.5932, -2.0271)  0.07
H (1.2349, -2.2908, 1.8730)  0.08
C (5.0216, 1.2061, 3.7845)  -0.19
C (-1.8292, -3.7926, -2.0532)  -0.18
H (2.7688, -0.3400, 0.0454)  0.13
S (-2.6888, 0.6694, 2.6002)  0.52
C (3.3328, -1.3355, -1.8854)  -0.04
O (1.3656, 1.1251, -1.8458)  0.14
C (1.8507, 2.4012, 2.2262)  -0.57
O (4.0230, 1.8254, 2.9575)  0.00
F (2.5317, 2.8656, 1.1719)  0.15
C (-4.4022, 1.4216, 2.8376)  -0.67
H (4.8088, -0.5177, 2.4524)  0.07
F (0.9132, 1.6110, 1.7985)  0.21
H (-1.5625, -4.8405, -1.9195)  0.13
H (-1.6906, -3.1472, 1.9441)  0.06
C (2.4334, 1.6303, -1.8164)  -0.43
C (3.4249, -0.2657, -0.8231)  -0.18
H (-1.3516, 0.2770, 0.0388)  0.06
H (4.6677, -0.8415, 4.2684)  0.08
C (-2.2925, 2.7571, -2.2246)  -0.45
F (2.7338, 2.9098, -3.7918)  0.18
F (-1.3481, 3.9720, -4.0999)  0.17
O (-2.9002, -0.7680, 2.7592)  -0.33

Atomic forces in eV per Å
0.2 0.1 -0.2
1.2 -0.9 0.0
-0.2 0.3 -0.4
-0.5 1.0 0.5
0.4 1.4 0.2
-0.5 0.3 0.2
-0.1 0.1 -0.2
0.2 0.2 -1.3
0.2 -0.2 -0.3
-0.1 -0.6 -0.3
-0.3 0.2 -0.4
-0.2 0.2 0.2
-0.1 -1.2 -0.4
7.3 -0.7 0.7
0.1 -0.1 -0.3
0.0 0.3 -0.2
-0.1 0.9 0.3
0.5 1.3 1.0
0.2 -1.5 -0.3
-0.2 -0.2 -0.2
0.4 -0.6 -0.5
-0.9 -3.1 0.8
0.5 1.5 -0.1
-0.5 0.8 -0.1
0.8 -0.1 0.1
-0.3 -0.3 0.3
0.1 0.0 0.0
-0.1 0.0 0.0
-0.3 0.3 -0.3
-0.3 0.1 -0.3
-0.1 -0.2 0.0
0.2 -0.1 0.2
-1.1 -0.1 0.9
0.4 0.0 0.5
-0.6 0.0 0.4
-0.6 0.6 -0.6
0.1 -0.2 0.7
0.2 0.4 0.3
0.3 -0.1 -0.2
-0.4 -1.0 0.0
0.0 0.1 0.1
-0.8 0.1 0.3
-7.1 1.1 -1.2
1.4 0.3 0.6
0.3 -0.4 -0.1
-0.3 -0.9 -0.4
0.2 0.0 -0.2
0.1 0.1 -0.1
1.0 0.6 1.9
0.0 -0.1 -0.6
-0.6 0.7 -0.3
-0.3 -0.7 0.4
0.2 -0.5 0.1
-0.2 0.5 0.4
-0.1 -0.4 -0.3
0.8 -0.2 -0.8
0.5 0.5 -0.1
1.2 0.2 0.9
-0.4 -0.1 0.3
-0.6 0.3 -0.4
-0.1 -0.1 -0.4
-0.5 -0.5 0.3
-0.6 0.2 -0.5
1.2 -1.9 1.4
-0.3 -0.1 0.2
-2.0 -0.5 0.2
0.5 1.3 0.6
0.0 0.7 -0.8
0.5 -0.4 -0.6
1.3 -0.8 0.4
-0.2 -0.2 -0.1
-0.8 -0.6 -0.2
-0.1 0.1 0.1
-0.1 0.1 0.3
0.2 0.0 -0.9
1.2 -0.5 0.4
0.4 -0.2 0.3
-0.7 -0.3 -0.6
0.3 1.5 -0.6
-0.3 0.0 0.0
-0.1 0.5 0.0
-0.9 1.6 -0.6